1.
Below is a 2-piece molecular cluster, C8H19BrN overall at a distorted geometry, with properties calculated with wB97M-V/def2-TZVPD.

Energy relative to the best compared isomer or geometry (same formula, charge and spin)   0.0 kcal per mole
Net charge   +1
Gap between HOMO and LUMO   11.44 eV
LUMO energy   -2.5793 eV
Multiplicity   1
Strongest force on any atom   0.0884 hartree/bohr

```
29
Properties=species:S:1:pos:R:3:forces:R:3
H -2.510 0.294 0.338 -0.19 0.41 1.10
H 1.152 -2.129 3.428 2.48 -1.44 0.19
C 2.303 1.021 -0.085 1.09 1.54 0.79
H -2.538 -0.703 -1.000 0.40 -0.68 -0.62
C -0.517 -2.382 -0.091 1.21 -0.33 -1.46
H -1.043 -2.226 0.803 -0.71 0.03 1.25
N 0.085 0.092 0.098 -0.55 0.12 -0.03
H 0.975 -1.319 -1.216 1.20 0.02 -0.91
C -0.853 0.779 -0.945 0.95 2.25 0.84
C 0.600 -1.332 -0.238 -2.02 0.28 3.12
H 0.114 1.242 2.385 1.17 1.33 -0.61
H -0.486 0.078 0.948 -0.13 -0.87 -0.25
H -0.603 1.462 -2.890 0.04 1.68 -1.57
Br 0.005 -1.456 3.343 -2.47 1.38 0.05
H -2.936 0.935 -1.191 -0.83 0.85 -0.54
H -0.811 1.963 -0.655 -0.05 -2.95 -0.45
H -0.040 -3.389 -0.065 -0.37 0.74 -0.02
H 1.238 -1.475 0.659 0.48 -0.17 -1.35
H 0.331 2.833 1.593 -0.75 1.30 -0.65
H 2.980 1.864 0.109 -0.27 -0.44 0.39
H -0.793 -0.241 -2.731 -0.91 -0.68 -0.94
C -2.267 0.286 -0.697 0.61 0.00 -0.18
H 1.742 2.037 2.219 0.32 0.25 0.65
C 0.800 1.908 1.732 -0.64 -3.48 -0.03
H -1.219 -2.353 -0.916 -0.01 -0.13 -0.17
H 2.786 0.296 -0.667 -0.19 -1.04 -1.25
H 0.658 0.284 -2.414 3.53 0.21 -0.17
C -0.291 0.626 -2.377 -3.34 -1.40 2.74
C 1.140 1.008 0.521 -0.04 1.21 0.07
```
Forces are in eV/Å.

Atomic partial charges in e from the Mulliken method, atoms 1 to 6: H 0.45; H 0.22; C -1.16; H 0.33; C -1.37; H 0.39

=====

2.
Below is a 18-piece molecular cluster, C26H88N20O26 overall at a distorted geometry, with properties calculated with wB97M-V/def2-TZVPD.

Energy relative to the best compared isomer or geometry (same formula, charge and spin)   130.8 kcal per mole
Net charge   0
Gap between HOMO and LUMO   8.61 eV
LUMO energy   -0.3743 eV
Multiplicity   1
Strongest force on any atom   0.1815 hartree/bohr

```
160
Properties=species:S:1:pos:R:3:forces:R:3
H -1.936 -3.281 -3.841 -0.03 0.28 0.31
H 6.490 1.854 -1.133 -0.89 -0.54 0.43
O -1.079 1.263 0.504 1.21 0.34 1.27
H 1.473 4.115 3.119 -0.39 -0.09 -0.20
O -5.665 -3.172 1.550 -0.10 -0.22 -0.05
H 1.107 -5.361 1.745 0.78 -0.24 -0.15
N 3.480 -1.207 -3.023 0.20 -0.10 -4.89
H -0.929 4.434 4.087 -0.24 0.26 0.17
O -1.378 1.685 -6.774 -0.74 -0.48 -0.15
H 3.780 -6.935 -1.785 -0.22 -0.10 -0.50
N -1.905 4.695 4.073 2.76 3.67 1.09
C 1.260 2.495 6.688 1.46 0.87 0.30
O -5.695 -0.441 0.189 -1.60 0.47 -1.81
H -1.396 1.587 -0.342 -0.06 0.04 -0.30
C 2.649 2.885 -3.385 1.07 2.00 1.57
H 3.499 4.451 -2.452 0.17 0.26 0.14
C 2.296 3.757 1.327 1.29 0.06 1.94
O 1.406 -4.430 3.573 0.83 -0.15 1.40
H -0.925 0.314 5.257 -0.14 -0.42 0.36
N -2.526 2.734 3.559 0.81 -7.21 -2.04
H 1.404 -0.652 -5.804 0.40 0.13 -0.04
O 3.347 0.135 1.706 -2.40 -0.68 -2.62
N 6.859 3.932 -0.456 4.25 3.39 2.03
H -2.353 -0.325 3.278 -0.12 0.07 -0.51
H -3.016 -4.317 -1.031 -0.41 0.62 -0.10
O -1.983 1.603 -1.930 2.18 -0.73 0.64
H -1.417 5.716 -0.745 0.28 0.16 -0.06
H 0.939 0.933 -0.237 -0.34 0.71 -0.72
H 7.632 3.328 -0.692 -0.14 0.48 0.50
N 2.891 4.167 -3.208 1.06 2.59 1.11
H 5.167 1.221 3.877 -0.08 0.60 -0.28
H -2.136 -0.226 -6.605 -0.05 0.23 -0.27
H 0.551 -2.257 -2.228 0.76 -0.25 0.02
O 4.753 4.439 -1.022 -0.50 0.27 1.03
H -3.669 3.829 -0.418 -0.25 -0.54 0.33
C 2.721 1.948 6.683 -1.92 -0.96 -1.21
H 0.405 -0.587 4.538 0.24 0.00 -0.24
H 3.468 2.649 6.311 -0.02 0.12 0.21
H 3.792 -1.945 -3.638 -0.26 0.17 0.17
H -3.259 2.123 3.228 0.36 -0.27 0.29
N 4.944 -0.793 2.980 0.76 -3.28 0.17
H -1.966 3.217 -3.949 -0.19 0.23 0.26
H -4.023 -0.972 1.141 0.34 -0.46 0.42
H -6.794 -1.661 2.385 -0.37 -0.11 -0.63
O 1.004 0.195 -5.594 0.67 0.22 0.03
H -5.340 -0.855 -0.601 0.29 -0.73 0.14
C 0.117 0.493 0.327 -0.88 -1.01 -1.30
H 3.437 -6.013 -0.358 -0.11 -0.07 0.28
H -5.385 -1.953 3.209 0.71 -0.23 0.11
H 3.564 -4.387 -1.567 0.06 0.74 -0.09
H -1.521 -2.371 2.216 -0.41 -0.25 0.12
O -4.022 5.813 -0.255 -0.79 0.76 0.10
O -1.244 4.871 -0.324 0.40 0.20 -1.03
C -2.890 2.182 -2.464 0.62 0.84 -2.09
H 0.604 2.280 4.926 -0.24 0.00 -0.82
H 1.427 -3.180 0.508 -0.10 0.13 -0.07
C -0.508 -0.035 4.313 -1.72 -2.43 1.01
C -2.114 4.742 0.755 -0.99 -0.77 0.96
N -4.647 -1.057 -3.754 1.24 4.74 -2.98
N 2.052 3.593 0.066 -1.06 -0.90 -4.02
H -0.568 2.195 -6.705 0.35 -0.44 -0.10
H 1.202 3.308 7.412 -0.24 -0.12 0.18
O 3.332 -3.741 1.108 -1.36 -0.73 1.41
N -1.994 -5.358 0.489 2.54 -2.39 1.55
O 0.699 -5.874 -0.746 0.21 0.51 0.82
H 4.401 2.222 2.648 -0.42 0.28 0.02
H -5.574 -2.923 -4.427 -0.11 -0.87 0.55
H -3.459 6.013 -1.007 -0.01 -0.15 -0.08
N 0.748 -3.197 -2.541 4.70 0.22 1.82
H -1.731 -5.609 -0.453 0.32 0.06 0.49
H 2.047 -2.415 2.007 -0.54 0.10 0.12
H -0.583 -0.115 -7.529 -0.29 0.00 -0.36
H -1.136 -1.310 0.041 -0.26 0.43 0.49
H 6.982 4.901 -0.197 0.69 -0.15 -0.27
C -4.722 -2.035 -2.920 0.97 4.06 1.33
N -1.250 -3.138 -3.113 -3.72 0.83 -0.35
H -0.498 -1.129 -5.211 -0.07 -0.15 0.16
N -5.252 -2.996 -3.473 -3.47 -8.34 -2.36
N 5.617 2.360 -1.097 -1.81 -2.49 -0.51
O -4.052 4.257 4.047 -0.47 -0.25 -0.04
H 1.491 -7.751 -0.760 0.47 0.09 0.37
C -5.765 -1.959 2.187 -0.37 3.05 -0.20
H -5.034 -1.211 -4.674 0.47 0.92 0.17
H 2.913 1.577 7.690 0.34 0.15 -0.08
C 1.145 -4.383 2.225 -0.89 0.39 -1.29
N 1.952 2.721 -4.424 -3.72 -1.32 -5.22
H 1.198 3.166 -0.264 -0.08 0.34 0.11
H 0.663 0.378 1.263 -0.62 -0.65 0.35
H 2.863 3.434 -0.513 -0.02 0.12 0.07
O 2.999 -4.993 -2.051 0.11 -0.49 -0.27
C -2.885 3.857 3.945 -4.05 4.47 0.72
C -3.611 4.610 0.341 2.32 0.15 0.21
H 0.677 1.626 6.991 -0.42 0.22 -0.01
H -4.863 2.492 -2.590 -0.06 -0.46 0.27
H -1.776 3.848 1.280 -0.31 -0.27 -0.03
H -5.467 -3.740 -2.825 -0.42 -0.48 -0.78
N 3.330 -0.308 -1.105 -0.52 3.12 3.87
C 1.944 -3.347 1.453 1.34 -0.32 -0.77
C -2.954 -4.541 0.856 1.48 -1.23 4.26
O -0.328 1.115 3.606 1.10 1.65 -1.42
C 3.568 -1.373 -1.742 0.08 -3.82 -0.37
H 0.094 -4.102 2.166 -0.07 0.50 -0.15
H -1.077 -2.257 -2.652 -1.42 0.39 -0.32
O 3.009 1.993 -2.680 1.25 -2.74 2.53
H 4.699 1.979 -0.920 0.47 -0.89 -0.63
H -1.050 0.118 -1.942 -0.29 0.36 0.11
H 2.416 4.835 -3.798 0.44 0.05 0.58
H -3.677 3.502 -3.751 0.59 -0.08 -0.31
C -1.164 0.261 -6.687 0.94 0.90 0.92
O -4.446 -1.939 -1.769 1.49 0.07 4.17
H -2.033 -1.561 4.422 0.29 -0.66 -0.15
C 1.605 -6.795 -1.272 0.80 -0.80 -1.41
H 3.074 -0.367 -3.410 0.29 -0.06 0.00
O 0.820 3.061 5.440 0.45 -0.79 0.69
O -0.047 -4.835 -3.924 0.67 -0.43 0.17
C 3.070 -6.224 -1.363 -1.34 -0.70 1.18
C -0.272 -0.828 -0.417 -0.01 0.31 2.99
H 4.633 -1.729 2.759 0.03 0.10 -0.11
H -4.153 4.412 1.265 -0.46 0.05 -0.33
H -4.267 1.171 -1.602 -0.77 0.16 0.34
N 1.273 3.965 2.141 -1.67 0.09 0.44
H 1.142 -5.064 -1.010 -0.47 0.92 0.07
H -0.473 0.931 2.675 0.17 0.18 -0.51
C 5.657 3.640 -0.783 -1.91 0.00 -2.62
N -2.816 3.095 -3.417 1.66 2.43 -1.71
H 1.243 -6.979 -2.284 0.39 -0.22 -0.47
H -1.574 2.413 3.660 -0.23 -0.37 -0.27
O 2.673 0.762 5.827 0.52 0.60 0.71
H -4.235 -3.390 -0.252 0.11 -0.03 0.35
H -5.153 0.174 1.855 0.35 -0.28 1.24
O -0.574 -0.697 -1.770 1.28 -0.33 -0.95
H -2.234 5.632 4.260 0.67 -0.08 0.26
H 1.532 1.822 -4.612 0.13 0.08 -0.46
C -1.556 -0.978 3.635 0.97 0.56 0.45
H 3.682 -3.050 0.541 -0.03 0.28 -0.62
H 1.650 -3.651 -2.551 0.49 0.57 0.46
H 3.325 0.588 -1.571 -0.32 -0.01 0.11
H 1.782 3.552 -4.971 -0.37 -0.85 -0.34
O -3.173 -4.344 2.078 -0.48 0.72 -0.72
O -0.914 -1.722 2.578 -0.23 0.85 0.94
C 4.241 0.233 2.492 0.37 -2.16 0.49
H 5.813 -0.741 3.492 -0.38 0.32 -0.21
H 0.516 -1.520 -0.118 0.47 -0.22 -1.24
N -4.125 1.851 -2.335 -4.31 -2.18 2.21
H -4.791 -3.400 1.875 0.82 -1.56 -0.14
O 3.753 -2.517 -1.278 0.52 0.27 0.83
N -3.456 -4.028 -0.169 -3.68 3.18 -5.21
H -1.483 -5.625 1.318 0.56 -0.67 -0.73
H 0.374 4.014 1.682 -0.18 0.23 0.80
O 3.438 3.746 1.740 2.18 0.02 1.09
C -0.357 -0.071 -5.434 -1.55 -0.71 -0.23
H 2.537 1.080 4.931 0.12 0.03 -0.33
H 3.258 -0.406 -0.102 0.07 0.62 0.37
H -4.228 -0.187 -3.461 -0.23 -0.02 -0.42
C -5.075 -0.796 1.365 0.00 0.07 1.10
H -0.784 0.488 -4.601 0.24 0.18 0.19
C -0.133 -3.830 -3.228 -1.74 -1.76 -2.38
H 2.361 -4.457 3.671 0.15 -0.13 0.24
H -1.992 5.550 1.476 -0.18 0.31 -0.09
N 4.576 1.318 3.063 1.76 4.83 2.47
```
Forces are in eV/Å.

Atomic partial charges in e from the Mulliken method, atoms 1 to 6: H 0.21; H 0.22; O 0.76; H 0.12; O -0.55; H 0.31

=====

3.
Below is a 2-piece molecular cluster, C5H9NO4 overall at a distorted geometry, with properties calculated with wB97M-V/def2-TZVPD.

Energy relative to the best compared isomer or geometry (same formula, charge and spin)   64.4 kcal per mole
Net charge   0
Gap between HOMO and LUMO   8.18 eV
LUMO energy   -0.0396 eV
Multiplicity   1
Strongest force on any atom   0.0255 hartree/bohr

```
19
Properties=species:S:1:pos:R:3:forces:R:3
O 0.335 1.589 -1.407 0.03 -0.42 0.92
H 0.664 1.551 1.861 0.00 0.00 -0.07
H 0.324 -0.479 -2.263 -0.18 -0.29 -0.03
H 0.122 2.948 0.892 0.07 0.00 0.00
O -1.682 0.097 1.450 0.02 0.23 -0.35
C 0.344 -0.956 -0.304 -0.88 0.55 -0.15
O 1.320 -0.048 -0.080 -0.13 0.70 -0.17
N 0.090 -1.221 -1.612 0.36 0.00 0.57
H 0.080 -1.634 1.692 -0.01 0.02 -0.08
H -1.584 0.864 -1.437 -0.16 -0.02 0.18
H -0.611 -2.721 0.474 0.03 0.06 -0.03
H 1.836 2.457 0.874 -0.05 -0.07 -0.07
C 0.222 -2.056 0.700 0.03 0.04 0.03
H 1.157 -2.626 0.685 -0.05 0.05 -0.04
O -2.144 0.601 -0.680 0.21 0.11 0.10
C -1.298 0.278 0.325 0.13 -0.88 0.08
H -0.549 -1.969 -1.841 0.03 0.35 -0.13
C 0.804 2.100 0.933 -0.43 -0.06 0.04
C 0.570 1.224 -0.263 0.96 -0.36 -0.81
```
Forces are in eV/Å.

Atomic partial charges in e from the Mulliken method, atoms 1 to 6: O -0.67; H 0.31; H 0.30; H 0.34; O -0.58; C 0.66

=====

no.,highest occupied orbital energy (eV)
1,-14.02
2,-8.98
3,-8.22